Record 1
The following is a quantum chemistry calculation of a 7-piece molecular cluster, C60H49F3N3O16P overall, from the OMol25 dataset.

```
132
C60H49F3N3O16P (ωB97M-V/def2-TZVPD)
H 1.956 0.806 3.601
H -3.803 -1.055 4.469
C -7.231 -0.625 4.473
C -7.546 -1.512 3.336
C 1.219 4.245 1.345
H 2.096 7.322 5.802
H -5.751 -6.914 -3.701
C 2.699 2.613 -7.222
C 2.976 2.770 -5.924
C -3.257 -5.317 4.417
O -4.098 1.239 -11.835
H -0.931 -4.259 6.790
O -0.478 0.445 -4.891
H 4.427 6.235 2.660
C 7.488 -1.700 7.534
H 6.428 3.222 -6.124
C -5.164 -2.031 3.063
F 0.134 3.520 -5.275
C 0.792 3.967 5.741
H -4.162 -2.830 -1.069
H -2.946 -1.265 0.758
H 6.698 -2.396 7.787
H 2.208 2.736 -5.161
O -8.112 -0.026 5.075
C -2.589 -4.413 5.374
N 2.549 1.818 5.492
C -0.668 1.361 -1.255
O 10.549 -0.324 8.713
C -5.812 -0.489 4.856
H 4.491 0.726 5.935
H 2.786 -0.293 4.909
O 6.402 -1.200 5.503
H 0.135 -2.528 -1.319
O -2.996 -3.275 5.564
O -4.558 -4.611 -3.604
C 2.625 5.094 1.345
C -0.901 2.564 -9.649
C 0.418 3.796 -0.037
F -2.145 3.844 -4.346
C 5.420 3.051 -6.482
C 7.356 -0.998 6.242
C -2.039 0.708 1.819
H -0.386 3.966 5.820
H -3.254 -4.471 -1.684
C -1.756 1.378 -11.619
C -6.583 -2.167 2.680
C -1.409 -4.935 6.092
H -5.598 0.167 5.691
H -3.133 -3.875 0.116
H 4.344 2.514 6.511
H 3.418 1.191 7.490
C 0.567 3.865 2.837
C -0.713 1.809 -10.904
N -0.614 -3.206 -1.045
O -1.222 -8.219 4.736
O -3.515 -8.253 -7.334
H -2.513 0.426 2.856
C -1.884 -1.167 -2.106
O 3.506 2.522 -9.434
N 2.960 7.149 6.368
H 0.986 0.231 5.191
C -3.143 1.635 -11.182
C -4.756 -7.664 -5.419
C 8.530 -1.481 8.340
H -2.323 -5.950 -7.236
F -1.775 2.415 -6.220
C -4.849 -1.144 4.200
H -0.961 -1.107 -2.847
H 5.061 6.361 5.346
H 5.912 2.929 -8.543
C -1.630 -7.081 4.926
H -1.178 -0.254 -5.054
H -2.409 3.375 -8.289
C -1.148 2.868 -4.922
H -2.120 1.233 -3.658
H -4.121 -4.920 3.898
O 0.055 2.960 -8.996
C -0.442 2.400 0.037
C 3.731 1.496 6.399
C -5.019 -6.748 -4.482
H 1.691 2.442 -7.581
C 0.012 1.652 -2.724
O 0.504 4.625 -1.080
C 3.761 2.664 -8.246
C -2.288 2.821 -9.212
C -3.194 -3.506 -1.012
C -3.317 -5.200 -5.518
H 3.801 4.867 6.777
H 3.068 5.390 0.290
H -2.812 -4.241 -5.490
H -0.097 -6.574 6.401
C 1.357 4.337 4.233
H 8.310 0.465 4.925
C -3.755 -7.416 -6.475
C -1.585 -0.002 -0.949
O -1.796 3.090 3.790
C -3.331 2.389 -9.927
O 4.613 3.142 -4.271
H 10.254 0.872 6.429
H 8.642 -1.989 9.291
C 9.595 -0.526 7.974
P 3.732 5.855 5.696
H -6.797 -2.823 1.845
H 0.847 0.811 -2.871
C -0.962 -6.177 5.883
O -4.283 -2.630 2.461
H -4.355 2.570 -9.622
C -2.270 -0.315 0.538
H 0.311 1.628 -11.209
C 4.358 3.000 -5.459
H -3.287 -7.235 3.509
C -1.014 1.522 -3.996
C 1.423 2.504 6.246
C 9.464 0.176 6.682
C 2.777 5.218 4.167
C -2.809 -6.559 4.208
O 0.885 1.894 7.338
C -0.856 3.038 2.838
H -1.634 0.824 -12.542
C -4.318 -5.448 -4.462
H -2.858 -0.957 -2.727
C 2.031 0.594 4.769
H 0.573 2.675 -2.813
H -8.592 -1.601 3.067
H 1.170 4.757 6.551
C 5.143 2.894 -7.780
C -1.111 2.040 1.526
C 3.432 5.596 2.682
C -3.054 -6.116 -6.455
C 8.421 -0.043 5.876
C -1.819 -2.641 -1.393
H -5.261 -8.623 -5.447
```

## Properties
SMILES = [H]/N=C(/C)Cc1ccc2c(c1C[C@H](O)C(F)(F)F)C(=O)c1ccc([PH2]=N)c(CC(=O)N(C)C)c1C2=O.O=C1C=CC(=O)C=C1.O=C1C=CC(=O)C=C1.O=C1C=CC(=O)C=C1.O=C1C=CC(=O)C=C1.O=C1C=CC(=O)C=C1.O=C1C=CC(=O)C=C1
M = 1156.03 g/mol
E_tot = -117652.534 eV
Lowest unoccupied orbital energy = -2.19 eV



Record 2
The following is a quantum chemistry calculation of C60H49FGeNP3Pt as an isolated structure, from the OMol25 dataset.

```
116
C60H49FGeNP3Pt (ωB97M-V/def2-TZVPD)
H -5.869 -2.066 -1.072
H 2.511 -1.933 -1.213
H 0.527 -6.433 -0.748
H 3.563 0.235 -4.612
P -1.702 -1.293 1.533
H -4.553 -4.541 -4.824
C 2.071 -2.919 -1.143
C 2.307 -5.242 -0.577
H -0.178 0.216 -6.694
C -4.228 3.355 -1.148
C -4.078 -1.757 0.101
H -1.346 3.657 -5.241
C -3.392 -1.900 1.278
H 0.652 3.692 -0.719
H -0.873 -4.585 -1.511
C -5.359 -3.013 2.142
C -1.291 -4.017 2.115
C -0.704 0.099 3.729
C 1.412 -3.643 2.655
H -3.576 -2.653 3.285
C -2.061 1.288 5.314
H -2.146 1.864 6.226
C -1.432 4.447 3.265
C 0.310 4.288 -4.026
H -2.202 -5.201 -5.225
H 0.074 1.109 5.446
C -0.723 -2.749 1.982
C -3.603 2.107 -1.103
C 0.962 -5.449 -0.855
H -2.334 -4.191 1.897
C -6.005 -2.848 0.924
C 0.567 -1.014 -3.626
H 0.683 4.161 3.032
C -0.813 0.862 4.877
H 3.899 -3.807 -0.483
H 1.109 -1.617 2.032
C -1.682 -2.687 -3.011
H -0.367 -3.985 -4.108
H -7.014 -3.211 0.773
C 0.865 4.286 -2.751
C -0.191 -0.668 -4.752
C -3.197 0.970 4.584
C -4.328 0.975 -1.463
H 1.496 1.224 -1.646
C 0.646 -2.582 2.207
C 1.749 0.342 -5.756
C -1.689 2.917 0.944
C 2.811 0.865 -0.157
C -1.545 2.981 -3.227
C 4.261 0.733 1.767
Pt -0.998 -0.278 -0.542
C -5.667 1.065 -1.807
P -1.848 2.045 -0.643
H 2.211 0.869 -6.580
F -2.250 0.207 -2.952
C -0.897 3.642 -4.257
C -5.568 3.448 -1.494
C -2.824 3.368 1.624
C -1.398 -3.717 -3.912
H -1.240 -0.912 -4.807
H -3.994 -0.002 2.864
H 4.411 0.644 2.834
C 2.997 0.744 1.249
H 6.376 0.846 1.325
H -3.661 4.249 -0.919
H 0.811 4.807 -4.832
H 3.790 1.050 -2.086
C -3.750 -4.028 -4.314
C -1.848 -0.247 3.006
C -0.428 3.174 1.497
C 3.941 0.938 -1.019
C -5.358 -2.202 -0.126
C -0.515 -5.077 2.556
C 5.377 0.842 0.908
H -5.870 -3.514 2.955
H -4.171 1.289 4.932
C 0.408 -0.012 -5.814
H 2.129 0.675 1.895
H 1.790 4.815 -2.563
H -6.235 0.188 -2.094
H -6.051 4.417 -1.503
H -1.333 5.070 4.144
P -0.272 -1.831 -2.247
H -3.576 4.532 3.246
C 0.226 3.632 -1.712
C -0.301 3.941 2.639
H -7.329 2.385 -2.103
Ge -3.288 -0.708 -1.672
C 5.200 0.938 -0.487
H 6.062 1.029 -1.134
C -4.072 -2.543 2.328
C -3.095 0.227 3.420
H 0.875 1.385 -0.071
H -5.078 -2.716 -3.273
C -0.992 2.976 -1.941
C -3.008 -2.330 -2.794
H 2.464 -3.499 2.865
C 0.736 -3.138 -1.505
H -0.966 -6.051 2.690
C 0.170 -4.404 -1.297
C 2.507 0.000 -4.640
C 1.924 -0.671 -3.580
C 2.854 -3.970 -0.709
H -3.814 3.143 1.258
H -2.477 2.476 -3.427
H 0.267 -0.269 3.421
N 1.554 0.929 -0.672
C -6.287 2.308 -1.821
H 2.543 -0.972 -2.746
H 2.925 -6.067 -0.247
H 0.482 2.809 1.034
C -2.689 4.147 2.762
C 0.828 -4.889 2.846
H 1.424 -5.714 3.213
C -2.431 -4.389 -4.548
C -4.044 -2.998 -3.428
```

## Properties
M = 1163.67 g/mol
E_tot = -154813.618 eV
Multiplicity = 5
Charge = +4
Lowest unoccupied orbital energy (alpha / beta) = -10.77 / -13.42 eV
Expectation value of S² = 6.05



Record 3
The following is a quantum chemistry calculation of C60H50AuN6O2S3Si as an isolated structure, from the OMol25 dataset.

```
123
C60H50AuN6O2S3Si (ωB97M-V/def2-TZVPD)
O 3.610 -0.705 -1.658
C -0.298 -3.869 -1.855
H 6.396 -7.172 0.072
H -3.243 1.923 -1.677
H -2.204 5.745 1.538
H -0.623 -5.565 4.080
H -7.420 -0.972 -1.469
H 2.886 -4.751 0.536
H -0.364 3.677 -2.566
C 4.740 -0.101 1.640
H -4.976 1.419 2.105
H 2.743 7.188 -2.157
H 4.699 -0.859 2.414
H -0.804 6.100 -2.497
C -2.088 -0.033 3.280
Si 2.107 2.645 0.013
C -2.961 -0.722 2.459
C -5.519 0.892 1.328
H -5.003 -1.404 -1.118
C -0.484 0.545 -3.105
N -2.452 1.161 0.590
H 7.450 -5.374 -1.257
C -1.110 -3.161 1.134
C 3.623 0.669 1.359
H 4.909 2.622 -1.090
C -0.760 -4.885 3.249
C -5.534 -0.696 -0.496
H -1.266 -5.246 -4.790
C -3.170 1.049 -3.643
H 3.020 3.741 -4.681
H -3.967 -3.160 4.559
C -1.803 5.291 0.642
C 2.713 6.113 -2.287
H 0.625 -5.260 -3.192
C -1.571 3.927 0.609
H 4.113 -6.863 0.968
H 0.538 -3.860 -1.163
H 0.415 1.387 2.022
H 3.091 6.203 -4.398
H -1.201 0.041 5.231
C 2.427 3.907 -1.327
C -1.038 0.166 -4.321
H 2.297 5.766 -0.232
C 1.783 4.473 2.236
C 4.849 1.861 -0.319
H -4.211 1.257 -3.855
C -1.758 -5.136 2.311
C -3.443 -2.285 4.197
C 0.551 3.935 4.233
C 5.977 1.104 -0.032
C 2.476 5.293 -1.192
C -1.308 -4.636 -3.897
C -1.425 -3.089 -1.620
C -1.525 6.072 -0.474
S -3.108 -0.171 0.762
C 2.907 5.562 -3.545
S -1.322 -2.004 -0.211
C -1.884 -0.486 4.577
H -4.319 -2.374 2.234
Au 1.686 -0.688 -0.740
N 3.753 -2.700 -0.844
H -2.392 -6.007 2.412
C -2.560 -1.607 5.032
C -1.046 3.360 -0.548
C -0.771 4.130 -1.670
C -1.938 -4.270 1.247
H -2.801 0.115 -5.538
C -6.887 -0.449 -0.686
N -0.299 -0.961 -0.286
S -0.634 1.621 -0.571
C -7.553 0.457 0.127
C 4.490 -3.911 -0.603
C -1.295 1.160 -2.167
C 4.579 -6.080 0.384
C -0.246 -4.647 -2.999
N 4.308 -1.756 -1.473
H 2.415 5.181 1.710
H 0.838 -3.586 3.851
H 0.525 -2.035 1.928
C 5.858 -6.253 -0.117
H 6.227 -3.273 -1.696
H -7.390 1.832 1.770
O 2.513 -2.647 -0.373
C -2.422 -3.846 -3.652
H 0.561 0.367 -2.904
H -1.580 0.843 2.893
H -2.710 -4.454 0.508
C -3.646 -1.845 2.901
C -2.376 0.410 -4.587
C 5.773 -4.061 -1.115
H 0.204 4.205 5.223
H -1.803 3.308 1.460
C 0.687 2.360 2.427
N -2.822 -1.476 -0.117
H 6.799 -0.480 1.158
N 0.943 1.480 -0.647
H -3.343 -2.435 -2.310
H -8.608 0.643 -0.024
H 2.604 2.294 -2.750
C 5.921 0.116 0.938
C 3.650 1.650 0.358
C -2.635 1.430 -2.422
C 2.632 3.371 -2.605
H -3.247 -3.837 -4.353
C 1.452 3.246 1.660
C 1.328 4.821 3.501
H -0.348 1.986 4.270
H 1.588 5.786 3.919
C 3.881 -4.904 0.146
C -6.870 1.127 1.136
H -1.711 7.138 -0.446
H 6.898 1.282 -0.572
H -2.403 -1.957 6.045
C 0.060 -3.774 3.123
C -0.111 -2.903 2.053
C 2.866 4.183 -3.704
C -1.018 5.494 -1.627
C 0.242 2.692 3.696
H -0.414 -0.321 -5.060
H 2.718 0.507 1.937
C -4.868 -0.023 0.513
C 6.451 -5.243 -0.864
C -2.484 -3.062 -2.508
```

## Properties
M = 1208.35 g/mol
E_tot = -120127.868 eV
Multiplicity = 3
Charge = +1
ΔE to the lowest compared entry with this formula, charge and spin = 0.00 kJ/mol
Lowest unoccupied orbital energy (alpha / beta) = -1.76 / -3.88 eV
Expectation value of S² = 2.01



Record 4
The following is a quantum chemistry calculation of a 4-piece molecular cluster, C60H50IN3O12P2S overall, from the OMol25 dataset.

```
129
C60H50IN3O12P2S (ωB97M-V/def2-TZVPD)
I 3.027 -2.195 -2.529
C 0.928 1.023 2.380
C 2.284 2.516 -1.062
H -2.045 -3.334 -12.082
H -0.619 0.554 -6.391
N 5.590 -0.924 -0.693
C -2.505 -2.473 -11.599
C 1.026 3.495 -1.404
H 8.700 -0.247 -0.518
H -0.602 -2.270 -2.882
H -4.162 0.603 -9.910
C -3.693 -0.259 -10.381
C -10.120 -1.118 4.228
C -1.038 0.059 8.206
H 8.919 -1.386 -2.002
O 2.798 5.889 0.020
C -0.553 0.338 5.780
C -6.413 -0.997 3.517
C -6.927 0.728 5.240
O -9.158 0.852 5.962
C 1.476 -2.087 -6.836
C -0.787 -0.908 -7.979
C -8.345 0.316 5.218
P 3.759 4.599 0.720
C -5.182 2.162 6.115
H 6.738 0.285 -2.136
C -2.566 -0.856 -9.800
H 5.790 -1.328 0.233
H 1.391 -0.491 -5.390
S 5.583 5.383 0.682
O 3.131 4.487 2.382
O 0.584 0.003 -3.716
C 3.227 -0.169 -1.611
H 3.350 2.413 4.320
C 1.564 1.442 5.069
H -1.349 3.337 -0.597
H 5.083 2.798 2.550
C -1.926 -1.818 -0.336
H 8.407 2.628 0.465
O 1.002 4.677 -1.994
H -10.849 -0.646 4.886
C -0.617 1.423 -1.803
H -5.088 -0.299 -12.023
H 6.531 -1.542 -2.545
O -2.508 0.689 -8.033
H -7.549 -2.818 1.871
C -4.216 -0.766 -11.571
C 0.060 0.581 3.381
H -3.195 1.788 5.369
C -0.816 -2.630 -9.779
C -4.642 0.453 4.492
O -5.591 -1.572 2.815
C -0.232 -2.051 -8.554
C -9.613 -2.700 2.473
C 3.619 2.902 -0.129
H 2.354 -2.550 -6.391
C 2.426 1.898 4.062
H 10.480 -1.875 -0.101
O -0.337 -3.642 -10.278
O 7.496 2.784 0.034
H -1.990 -0.401 7.949
H 10.207 -3.598 -0.826
C 0.673 0.689 -2.583
C 4.598 0.199 -0.720
H 7.744 -3.407 -0.786
H 2.349 1.699 9.155
H 10.139 -3.358 1.112
C -1.993 -0.288 -8.563
C -1.982 -0.179 -0.211
N -0.581 -3.007 -2.134
H 7.732 -2.338 0.871
C -4.241 1.494 5.331
C 2.106 1.688 2.720
C -6.523 1.777 6.075
H 1.328 -3.546 -8.413
C 8.281 -2.557 -0.153
H 3.178 6.067 -0.909
C 4.772 1.688 0.027
C -0.479 2.797 -1.165
H -0.859 0.066 3.107
C -7.842 -1.362 3.447
H 0.207 -3.692 -2.339
O -1.617 -0.190 5.482
H -0.972 0.138 0.339
C 6.736 -0.798 -1.633
C -0.424 -2.400 -0.755
C 1.399 1.241 8.883
C -0.672 0.188 9.546
C -2.058 0.588 -1.694
C 0.549 0.769 9.885
H -2.780 -2.242 -1.028
P 6.388 1.920 1.064
C -0.178 0.516 7.198
C -1.982 -1.971 -10.401
H -2.129 -2.262 0.750
C 0.896 -2.648 -7.976
H -4.017 -2.253 -13.120
H 0.840 0.858 10.929
C -0.200 -0.345 -6.839
H -3.903 -0.060 3.880
H -2.846 0.212 0.510
H -2.125 -0.201 -2.574
C 1.032 1.120 7.537
N 6.114 2.658 2.514
H 6.567 -0.187 2.006
H -2.975 1.315 -1.638
O 7.188 0.435 1.511
C -8.266 -2.339 2.536
H -4.872 2.982 6.759
H -7.251 2.299 6.693
H -11.587 -2.381 3.280
C 2.097 0.998 -1.755
H 0.412 -1.581 -0.669
H -1.339 -0.172 10.327
C -3.617 -1.866 -12.185
C 9.906 -2.892 0.057
H 0.682 0.851 1.334
C 0.377 0.796 4.729
C -10.538 -2.095 3.323
C -5.991 0.077 4.438
O 2.967 2.218 6.786
H 2.268 5.032 2.430
C 1.929 1.638 6.486
C 0.933 -0.933 -6.273
C -8.771 -0.744 4.283
C 8.216 -1.193 -1.057
H 2.778 2.038 1.940
H -9.941 -3.454 1.761
H -0.125 -3.263 -0.005
```

## Properties
SMILES = CCCCNc1c(I)c2c(c(P(O)(O)=S)c1P(=N)(O)O)C(=O)C=C(CCCCN)C2=O.O=C1c2ccccc2C(=O)c2ccccc21.O=C1c2ccccc2C(=O)c2ccccc21.O=C1c2ccccc2C(=O)c2ccccc21
M = 1225.99 g/mol
E_tot = -129571.008 eV
Lowest unoccupied orbital energy = -2.35 eV